Density functional theory data (ωB97M-V/def2-TZVPD) for C20H42NOsP3S as an isolated structure at a distorted geometry.

HOMO energy (alpha / beta): -18.0684 / -20.5590 eV
Kohn-Sham gap (alpha / beta): 4.902 / 4.268 eV
Multiplicity: 5
Energy relative to the best compared isomer or geometry (same formula, charge and spin): 1.4180 eV
Total energy: -64034.322 eV
Total charge: +4

CARTESIAN COORDINATES (ANGSTROEM)
Os (0.176, 0.197, -0.574)
P (1.912, 1.259, 0.237)
P (-1.236, 0.308, 1.183)
P (-0.992, 1.783, -1.589)
H (1.367, -1.713, -5.345)
C (1.052, -0.826, -4.751)
C (1.904, 0.153, -4.394)
H (2.941, -0.096, -4.127)
C (3.238, 0.358, 1.114)
C (1.567, 2.596, 1.446)
C (2.821, 2.124, -1.096)
C (-2.590, -0.921, 1.003)
C (-0.648, -0.051, 2.881)
C (-2.165, 1.851, 1.528)
C (-0.278, 1.909, -3.266)
C (-1.004, 3.549, -1.113)
C (-2.695, 1.223, -2.019)
H (-0.041, -0.695, -4.750)
H (1.682, 1.181, -4.700)
H (3.763, -0.309, 0.419)
H (2.818, -0.254, 1.922)
H (3.940, 1.080, 1.558)
H (1.204, 2.163, 2.388)
H (0.805, 3.287, 1.063)
H (2.506, 3.141, 1.634)
H (2.999, 1.434, -1.935)
H (3.783, 2.489, -0.703)
H (2.240, 2.981, -1.467)
H (-3.270, -0.824, 1.865)
H (-2.157, -1.928, 0.961)
H (-3.142, -0.753, 0.073)
H (-1.534, -0.027, 3.537)
H (0.087, 0.698, 3.191)
H (-0.169, -1.034, 2.918)
H (-2.811, 1.668, 2.397)
H (-2.776, 2.161, 0.679)
H (-1.462, 2.663, 1.729)
H (-0.742, 2.801, -3.723)
H (-0.412, 0.995, -3.860)
H (0.803, 2.056, -3.163)
H (-1.374, 4.124, -1.974)
H (0.011, 3.887, -0.861)
H (-1.653, 3.746, -0.258)
H (-3.086, 1.863, -2.827)
H (-3.383, 1.259, -1.164)
H (-2.657, 0.176, -2.361)
C (0.769, -3.271, -3.019)
C (-0.480, -2.624, -3.111)
C (-1.602, -3.391, -3.447)
C (-1.450, -4.759, -3.687)
C (-0.235, -5.408, -3.451)
C (0.887, -4.669, -3.064)
S (2.158, -2.250, -2.656)
H (3.185, -2.753, -3.310)
H (-0.523, -1.547, -2.922)
H (-2.565, -2.903, -3.504)
H (-2.310, -5.353, -3.982)
H (-0.125, -6.496, -3.483)
H (1.858, -5.074, -2.776)
C (1.629, -3.713, 3.173)
C (1.392, -3.671, 1.653)
C (1.059, -2.396, 1.065)
N (0.881, -1.492, 0.344)
H (2.447, -3.054, 3.477)
H (1.913, -4.719, 3.498)
H (0.722, -3.440, 3.714)
H (2.292, -4.030, 1.142)
H (0.596, -4.387, 1.404)

Cartesian forces, eV/Å:
Os 0.8 -2.5 -0.2
P 2.3 2.1 0.5
P -2.7 0.2 2.7
P -1.0 1.9 -1.7
H 0.1 0.4 0.6
C -1.5 -1.3 -1.5
C 2.0 1.0 -0.9
H -0.4 0.4 -0.1
C -0.3 -0.5 -0.1
C -0.3 -0.2 -0.2
C 0.1 0.1 0.0
C 0.2 0.0 -0.1
C 0.3 -0.1 -0.4
C 0.2 0.0 -0.3
C 0.1 0.4 -0.1
C -0.3 -0.1 -0.1
C 0.0 0.2 0.3
H 0.6 0.1 -0.2
H 0.0 -0.2 0.5
H 0.0 0.2 0.2
H 0.1 0.2 -0.1
H -0.2 -0.2 -0.3
H 0.2 0.2 -0.2
H 0.3 -0.1 0.2
H -0.3 -0.2 0.0
H 0.1 0.2 0.3
H -0.3 0.0 -0.2
H 0.2 -0.2 0.1
H 0.2 -0.2 -0.3
H -0.2 0.1 0.2
H 0.0 0.0 0.2
H 0.4 0.0 -0.1
H -0.3 -0.1 0.1
H -0.2 0.1 0.2
H 0.2 0.1 -0.2
H -0.1 -0.1 0.2
H -0.1 -0.1 0.2
H 0.3 -0.5 -0.3
H -0.5 0.6 0.3
H -0.3 0.4 0.1
H 0.1 -0.1 0.3
H -0.3 -0.1 -0.2
H 0.1 0.0 -0.2
H 0.1 -0.3 0.3
H 0.2 0.1 -0.3
H 0.0 0.3 0.0
C 1.3 0.3 0.4
C -1.7 -0.6 -0.1
C 1.2 2.2 0.6
C -0.6 -0.8 -0.1
C 2.4 -0.3 0.8
C -0.7 -0.8 -0.6
S -1.5 0.4 0.8
H 0.5 -1.1 -0.5
H -0.2 -0.4 0.0
H -0.1 -0.2 -0.2
H 0.0 0.1 0.0
H -0.3 0.3 -0.2
H -0.4 -0.4 -0.4
C 0.1 0.3 0.4
C 0.1 -1.0 0.7
C 0.0 1.1 -2.1
N 0.3 -2.1 1.9
H -0.2 0.0 -0.1
H -0.1 0.1 -0.3
H 0.1 0.0 0.0
H 0.0 0.2 -0.1
H 0.0 0.3 -0.1

---

Density functional theory data (ωB97M-V/def2-TZVPD) for an isolated ion of composition C11H13N3 and charge +2 at a distorted geometry.

SMILES: NC([n+]1ccccc1)[n+]1ccccc1
HOMO energy: -17.7049 eV
Kohn-Sham gap: 9.460 eV
Energy relative to the best compared isomer or geometry (same formula, charge and spin): 0.2415 eV
Total energy: -16070.117 eV
Total charge: +2

CARTESIAN COORDINATES (ANGSTROEM)
N (-1.875, -0.161, -1.798)
C (-1.214, -0.073, -0.294)
N (-0.426, -1.203, 0.235)
C (-0.961, -1.972, 1.204)
C (-0.241, -2.860, 1.942)
C (1.074, -3.061, 1.575)
C (1.660, -2.336, 0.536)
C (0.858, -1.420, -0.084)
N (-0.361, 1.132, -0.310)
C (0.401, 1.403, 0.799)
C (1.309, 2.512, 0.766)
C (1.429, 3.225, -0.391)
C (0.628, 2.961, -1.529)
C (-0.261, 1.860, -1.412)
H (-1.352, -0.636, -2.555)
H (-2.824, -0.529, -1.657)
H (-1.965, 0.117, 0.470)
H (-2.029, -1.919, 1.280)
H (-0.735, -3.612, 2.564)
H (1.735, -3.740, 2.142)
H (2.727, -2.383, 0.317)
H (1.281, -0.972, -1.014)
H (0.386, 0.712, 1.636)
H (2.004, 2.720, 1.673)
H (2.048, 4.175, -0.372)
H (0.751, 3.436, -2.476)
H (-1.161, 1.652, -2.082)

Cartesian forces, eV/Å:
N 0.5 -0.4 3.9
C -1.4 0.1 -3.7
N 0.4 -0.5 0.2
C -1.2 0.1 0.0
C -0.2 -1.5 -0.7
C 2.0 -0.2 0.8
C -0.5 0.2 1.0
C 1.5 0.3 -2.5
N 1.6 -0.3 1.8
C 1.6 1.6 -0.6
C -0.3 -2.4 2.4
C -0.1 2.7 -1.7
C 0.0 -2.3 2.0
C -1.3 2.2 -1.9
H -0.2 0.0 1.1
H 0.7 0.0 -0.4
H -0.5 -0.2 -0.6
H -0.4 0.3 0.4
H 0.1 0.8 0.2
H -0.7 0.1 -0.3
H -0.5 -0.3 -0.2
H -0.6 0.4 1.0
H -0.3 0.2 -0.1
H -1.6 -0.4 -1.7
H -0.5 -1.5 -0.2
H -0.2 0.6 -0.3
H 2.0 0.3 0.3

---

Density functional theory data (ωB97M-V/def2-TZVPD) for a 11-piece molecular cluster, C45H66Cl2F32O10 overall at a distorted geometry.

HOMO energy (alpha / beta): -11.8031 / -11.7114 eV
Kohn-Sham gap (alpha / beta): 9.478 / 2.709 eV
Multiplicity: 2
Total energy: -180196.835 eV
Total charge: +1

CARTESIAN COORDINATES (ANGSTROEM)
C (-2.591, -0.529, -3.787)
C (-1.926, 0.671, -3.113)
C (-0.835, 1.412, -3.939)
F (0.129, 0.646, -4.166)
F (-1.348, 1.702, -5.187)
F (-2.821, 1.567, -2.668)
F (-1.449, 0.161, -2.014)
O (-2.987, -0.297, -5.171)
C (-2.859, -1.470, -5.999)
C (-1.680, -1.314, -6.985)
F (-0.456, -1.488, -6.490)
F (-1.761, -2.221, -7.956)
F (-2.870, -2.686, -5.454)
F (-3.935, -1.525, -6.708)
H (-3.448, -0.777, -3.161)
H (-1.902, -1.373, -3.816)
H (-0.480, 2.376, -3.573)
H (-1.765, -0.344, -7.474)
C (-0.935, -4.903, -2.630)
C (-0.866, -4.440, -1.224)
C (-0.843, -2.897, -1.119)
F (0.198, -2.392, -1.761)
F (-1.964, -2.275, -1.537)
F (-2.005, -4.859, -0.608)
F (0.178, -5.033, -0.517)
O (-1.006, -6.301, -2.711)
C (-0.793, -6.867, -4.074)
C (-0.734, -8.369, -4.083)
F (-0.741, -8.934, -5.325)
F (0.257, -8.937, -3.377)
F (-1.661, -6.515, -4.972)
F (0.380, -6.480, -4.487)
H (-0.036, -4.484, -3.081)
H (-1.806, -4.493, -3.142)
H (-0.827, -2.586, -0.074)
H (-1.667, -8.505, -3.535)
C (-2.256, 5.048, 0.409)
C (-1.443, 5.131, -0.921)
C (-2.250, 5.736, -2.204)
F (-1.818, 5.450, -3.447)
F (-3.518, 5.392, -2.234)
F (-0.327, 5.840, -0.735)
F (-1.076, 3.820, -1.211)
O (-2.438, 6.252, 1.226)
C (-3.253, 7.314, 0.744)
C (-3.511, 8.249, 1.953)
F (-4.129, 9.427, 1.610)
F (-4.207, 7.704, 2.926)
F (-2.573, 7.911, -0.248)
F (-4.398, 6.792, 0.244)
H (-1.564, 4.487, 1.038)
H (-3.162, 4.477, 0.206)
H (-2.228, 6.824, -2.272)
H (-2.565, 8.699, 2.255)
C (4.054, -2.483, 0.373)
C (4.391, -1.987, 1.822)
C (3.237, -2.350, 2.784)
F (3.646, -2.254, 4.088)
F (2.184, -1.672, 2.517)
F (5.569, -2.621, 2.189)
F (4.668, -0.712, 1.932)
O (4.155, -3.872, 0.215)
C (4.951, -4.478, -0.877)
C (4.710, -5.978, -0.853)
F (3.413, -6.206, -0.839)
F (5.219, -6.525, -1.926)
F (4.554, -3.868, -1.984)
F (6.215, -4.090, -0.756)
H (4.576, -1.870, -0.362)
H (3.073, -2.048, 0.185)
H (2.860, -3.360, 2.623)
H (5.077, -6.519, 0.020)
C (-4.854, 1.983, 0.702)
C (-4.103, 2.307, 1.978)
C (-4.952, 1.653, 3.034)
O (-6.321, 1.660, 2.564)
C (-6.159, 1.323, 1.151)
H (-4.355, 1.224, 0.099)
H (-5.107, 2.874, 0.127)
H (-4.146, 3.382, 2.154)
H (-3.039, 2.090, 1.883)
H (-4.876, 2.052, 4.045)
H (-4.609, 0.633, 3.209)
H (-6.972, 1.767, 0.576)
H (-6.329, 0.250, 1.064)
C (-0.811, 0.248, 5.228)
C (0.209, 1.038, 6.069)
C (-0.401, 1.159, 7.442)
O (-1.761, 0.790, 7.310)
C (-1.883, -0.132, 6.242)
H (-0.351, -0.672, 4.867)
H (-1.271, 0.832, 4.431)
H (0.429, 2.060, 5.760)
H (1.075, 0.383, 5.971)
H (-0.331, 2.062, 8.049)
H (0.028, 0.430, 8.129)
H (-2.849, -0.247, 5.749)
H (-1.682, -1.172, 6.500)
C (0.151, 1.579, 2.005)
C (1.284, 1.916, 1.063)
C (1.341, 0.805, -0.048)
O (0.544, -0.264, 0.581)
C (-0.464, 0.332, 1.432)
H (-0.469, 2.472, 2.082)
H (0.601, 1.353, 2.972)
H (2.256, 1.854, 1.551)
H (1.312, 2.950, 0.718)
H (2.313, 0.335, -0.198)
H (1.046, 1.191, -1.024)
H (-0.820, -0.401, 2.155)
H (-1.359, 0.534, 0.844)
C (3.212, -1.749, -4.063)
C (4.581, -1.834, -4.779)
C (5.319, -0.597, -4.225)
O (4.364, 0.062, -3.381)
C (3.027, -0.244, -3.738)
H (3.272, -2.314, -3.132)
H (2.329, -2.185, -4.530)
H (4.412, -1.623, -5.835)
H (5.082, -2.771, -4.537)
H (5.506, 0.031, -5.096)
H (6.333, -0.846, -3.911)
H (2.672, 0.357, -4.576)
H (2.366, -0.181, -2.874)
C (-3.946, -3.476, 3.349)
C (-2.908, -4.122, 2.485)
C (-1.598, -3.778, 3.115)
O (-1.878, -3.551, 4.467)
C (-3.108, -2.862, 4.498)
H (-4.617, -4.296, 3.607)
H (-4.610, -2.828, 2.777)
H (-3.113, -3.868, 1.445)
H (-3.045, -5.194, 2.627)
H (-1.178, -2.906, 2.614)
H (-0.929, -4.620, 2.935)
H (-2.797, -1.834, 4.309)
H (-3.503, -2.890, 5.513)
C (4.509, 3.379, -0.156)
C (5.631, 4.328, 0.262)
C (6.822, 3.585, -0.356)
O (6.412, 2.232, -0.047)
C (5.052, 2.042, 0.254)
H (4.484, 3.275, -1.241)
H (3.570, 3.737, 0.269)
H (5.644, 4.378, 1.351)
H (5.414, 5.317, -0.141)
H (7.752, 3.784, 0.176)
H (6.934, 3.778, -1.423)
H (4.944, 1.955, 1.336)
H (4.673, 1.196, -0.319)
C (-0.011, 5.033, 3.665)
Cl (-0.124, 6.818, 3.990)
Cl (1.533, 4.637, 2.758)
H (-0.038, 4.430, 4.573)
H (-0.749, 4.683, 2.944)

Cartesian forces, eV/Å:
C -0.1 0.0 -1.7
C -1.0 0.6 -2.4
C -3.6 2.7 -0.7
F 4.2 -3.5 -0.2
F -0.5 0.3 0.4
F -0.8 0.9 -0.5
F 2.3 -0.9 2.7
O 0.5 -2.2 0.8
C 0.6 1.2 0.1
C -0.1 0.8 -1.0
F 0.6 0.3 1.5
F -0.8 -1.0 -0.7
F 1.2 -0.4 2.1
F -2.2 1.1 -1.9
H -0.1 -0.1 -0.1
H 0.1 0.2 0.5
H -0.3 0.1 0.8
H 0.1 0.3 0.3
C 0.7 0.1 -1.5
C -0.8 -1.2 0.7
C -0.3 -0.2 2.3
F 1.0 0.4 -0.8
F -0.6 -0.7 -1.0
F 0.0 0.3 0.5
F -0.9 1.3 -0.9
O 0.0 -2.1 -2.2
C 2.1 0.3 2.1
C -2.2 -1.5 1.6
F 0.0 1.0 0.8
F 0.3 0.7 -0.1
F -1.8 1.1 -0.5
F 2.3 1.8 -0.7
H 0.2 -0.2 -0.5
H -0.1 0.5 0.2
H 0.6 -0.5 0.4
H -0.4 -1.5 -0.2
C 0.6 0.8 0.0
C -1.4 0.4 -1.3
C 0.8 1.9 -0.3
F 1.6 -1.5 -0.2
F -1.7 -1.1 1.1
F 0.2 0.0 -0.1
F -0.2 0.6 0.2
O -0.6 0.0 -1.1
C 0.3 -2.3 0.5
C 1.2 2.5 -0.6
F -0.8 -0.7 -0.8
F -0.2 -0.9 0.2
F -0.5 0.5 0.2
F 0.3 0.5 0.0
H -0.3 -0.3 0.0
H -0.2 0.3 0.2
H 0.3 0.2 1.3
H 0.6 -1.1 0.6
C 0.3 1.8 -0.2
C 1.3 -3.1 -0.3
C 2.9 -3.8 0.8
F -0.5 0.6 -0.7
F -3.0 3.6 -0.3
F -1.1 0.0 0.1
F -0.4 2.0 -0.6
O 0.5 -1.4 -0.6
C -1.1 3.7 2.3
C 0.3 -0.5 1.6
F -2.0 0.1 -0.3
F 0.9 -0.4 -1.7
F -0.7 -0.5 -1.2
F 0.6 -0.8 0.5
H 1.1 -0.3 0.1
H -0.9 -0.9 0.0
H 1.0 -0.7 0.1
H 0.7 0.6 0.3
C -0.4 -1.1 -0.6
C -0.3 1.3 -0.2
C -0.3 -1.0 1.1
O 1.7 0.2 -0.7
C -1.4 0.9 0.9
H 0.4 0.4 -0.4
H 0.3 -0.2 -0.2
H 0.0 0.2 -0.1
H 0.0 -0.5 0.5
H -0.4 0.7 -0.2
H -0.1 -0.6 -0.4
H -0.3 0.1 0.3
H 0.9 -0.2 -0.2
C -0.4 0.5 0.1
C 0.4 0.2 -0.7
C -0.1 -1.8 1.5
O -1.5 0.1 -0.6
C 0.6 -0.7 -0.3
H 0.0 0.2 -0.5
H 0.2 0.0 -0.2
H 0.2 -0.2 -0.7
H 0.6 0.7 0.8
H -0.1 0.5 -0.8
H 0.4 -0.4 0.0
H -0.4 1.0 0.6
H 0.2 -0.1 0.9
C 0.7 0.5 0.3
C 2.0 -0.1 -1.1
C 0.3 0.3 2.4
O -0.9 1.3 -1.3
C 0.1 -0.3 0.6
H -0.5 -0.6 0.1
H -0.4 0.1 0.1
H -0.1 -0.2 0.3
H -0.6 -0.3 -0.6
H 0.1 0.0 0.0
H -1.0 -0.6 -0.3
H 0.4 -0.3 0.0
H -0.1 0.0 -0.9
C -0.6 -0.1 0.1
C -1.1 0.5 0.3
C -1.1 -0.3 -1.9
O 1.2 1.2 1.4
C 1.4 -2.3 -0.3
H 0.1 0.3 0.3
H 0.2 0.0 -0.7
H 0.3 -0.8 -0.1
H 0.0 0.1 -0.5
H 0.0 0.5 0.0
H -0.4 0.3 1.5
H 0.0 0.0 -0.1
H 0.1 0.5 0.1
C -1.1 0.1 0.6
C -0.8 -1.0 -0.6
C 0.4 -0.3 -1.0
O 0.6 -0.9 0.3
C -0.2 0.3 -0.2
H -0.1 0.3 0.9
H 0.3 0.6 0.3
H 0.7 -0.1 -0.1
H 0.1 -0.1 -0.5
H 0.4 0.6 0.1
H 0.4 0.2 0.6
H -0.7 0.6 -0.4
H -0.1 -0.3 -0.2
C -0.5 0.3 -0.3
C -0.5 0.3 -1.1
C -1.3 0.0 1.8
O 2.0 -1.3 -0.7
C 0.4 1.5 0.5
H -0.5 0.7 -0.2
H -0.3 -0.4 -0.1
H 0.4 0.0 0.0
H 0.3 0.1 0.1
H 0.0 -0.2 -0.2
H -0.1 -0.2 -0.1
H -0.1 -0.7 0.2
H -0.1 -0.2 0.1
C 0.7 0.5 -0.8
Cl 0.0 -1.7 -0.2
Cl -0.5 0.3 0.7
H 0.1 0.5 0.0
H -0.3 0.6 0.5